No. 1
C9H19FNO2 as an isolated structure at a distorted geometry. Source: the Open Molecules 2025 dataset; level of theory: ωB97M-V with the def2-TZVPD basis set.

Geometry (Å):
C 2.7159 1.1782 -0.9694
C 1.9925 1.4644 0.0782
C -0.9494 2.9483 0.0308
C -0.5703 0.4093 -1.8967
C -0.1344 -3.2508 -0.9999
C 0.0820 -1.2081 1.5631
C -0.8895 1.4864 0.4994
C -0.0902 -1.0520 0.0246
C -0.7925 0.2775 -0.3678
N -1.1477 -0.9385 2.4281
O -0.9630 1.3779 1.7181
O -0.8846 -2.1201 -0.5148
F 1.7380 2.7334 0.4777
H 3.1995 1.8983 -1.5443
H 2.8427 0.0535 -1.2608
H -1.3439 3.4468 0.7930
H 0.0682 3.2108 -0.2787
H -1.6225 3.0403 -0.7644
H -0.8331 -0.4747 -2.4046
H 0.3750 0.5208 -2.1317
H -1.1336 1.3760 -2.2658
H 0.7014 -3.7316 -0.3808
H 0.4383 -2.9776 -2.0047
H -1.0071 -4.0529 -1.0866
H 0.8850 -0.5659 1.8535
H 0.6443 -2.1087 1.7417
H -1.8791 0.1426 -0.4946
H 0.8934 -1.2259 -0.2496
H -1.1103 0.3619 2.2274
H -0.9391 -1.2444 3.3737
H -1.8632 -1.5988 2.1781
H 1.5773 0.6236 0.6277

Computed properties:
- strongest force on any atom (Eh/bohr) = 0.106
- orbital gap (eV) = 10.356
- net charge = +1
- HOMO energy (eV) = -13.71
- molecular weight (g mol⁻¹) = 192.25
- ΔE to the lowest compared entry with this formula, charge and spin (kJ/mol) = 80.7

From a Mulliken analysis of the wavefunction, the atomic charges in e read: atom 1 (C): -0.90, atom 2 (C): 0.51, atom 3 (C): -1.55, atom 4 (C): -1.90, atom 5 (C): -0.61, atom 6 (C): -1.62, atom 7 (C): 0.33, atom 8 (C): -0.18, atom 9 (C): 1.17, atom 10 (N): -0.40, atom 11 (O): -0.46, atom 12 (O): -0.42, atom 13 (F): -0.31, atom 14 (H): 0.38, atom 15 (H): 0.19, atom 16 (H): 0.47, atom 17 (H): 0.34, atom 18 (H): 0.47, atom 19 (H): 0.49, atom 20 (H): 0.54, atom 21 (H): 0.29, atom 22 (H): 0.26, atom 23 (H): 0.27, atom 24 (H): 0.28, atom 25 (H): 0.51, atom 26 (H): 0.64, atom 27 (H): 0.54, atom 28 (H): 0.48, atom 29 (H): 0.46, atom 30 (H): 0.29, atom 31 (H): 0.27, atom 32 (H): 0.19

No. 2
A 9-piece molecular cluster, C48H45F6N8O7 overall at a distorted geometry. Source: the Open Molecules 2025 dataset; level of theory: ωB97M-V with the def2-TZVPD basis set.

Geometry (Å):
O -0.7356 4.4547 4.0078
C -1.8226 4.2844 3.3714
O -2.8931 4.8620 3.5130
C -1.6818 3.1397 2.3705
C -1.0157 2.0311 2.9003
C -0.6860 0.9299 2.1346
C -1.0032 0.8835 0.7885
C -0.5607 -0.2841 -0.0263
O -1.1425 -1.3191 -0.0418
C 0.7854 -0.2319 -0.8328
F 0.4896 -0.1992 -2.1535
F 1.4523 -1.3747 -0.5886
C 1.6861 0.9596 -0.4820
F 1.0677 2.0964 -0.8728
F 1.8566 0.9518 0.8482
C 3.0979 0.9645 -1.1318
F 3.0516 0.5361 -2.3943
F 3.9177 0.1746 -0.4170
C 3.6414 2.4120 -1.1179
O 3.8980 2.9976 -2.1082
O 3.7944 2.9251 0.1341
C -1.6712 1.9832 0.2301
C -2.0360 3.0914 1.0131
C -2.7544 4.1993 0.2985
O -3.6661 4.8386 0.7366
C -2.3027 4.4173 -1.1082
C -1.9532 3.3609 -1.8307
C -1.9737 2.0198 -1.2236
O -2.2034 1.0243 -1.8672
H -0.7002 2.0599 3.9272
H -0.1346 0.1229 2.5977
H 3.1933 3.6814 0.2006
H -2.3118 5.4173 -1.5056
H -1.6427 3.4255 -2.8626
N 1.2409 -0.0345 -5.2050
C 1.0596 -0.9258 -6.2239
C 1.4211 -0.3090 -7.3927
C 1.8495 1.0050 -7.0593
C 1.7238 1.1426 -5.7012
H 1.0433 -0.2180 -4.2384
H 0.6815 -1.9152 -6.0313
H 1.3799 -0.7500 -8.3748
H 2.2036 1.7627 -7.7382
H 1.9361 1.9733 -5.0497
N -2.2633 -3.0878 -7.5559
C -2.5097 -3.9756 -8.5679
C -2.1730 -3.3671 -9.7480
C -1.7039 -2.0612 -9.4310
C -1.7710 -1.9233 -8.0700
H -2.4248 -3.2595 -6.5805
H -2.9010 -4.9573 -8.3629
H -2.2536 -3.8068 -10.7282
H -1.3580 -1.3110 -10.1223
H -1.5135 -1.1023 -7.4254
N 0.7833 -2.9605 5.1412
C 0.2327 -3.1564 3.9039
C 1.2207 -2.9772 2.9726
C 2.4153 -2.6634 3.6774
C 2.1126 -2.6628 5.0124
H 0.2871 -3.0245 6.0103
H -0.8093 -3.4037 3.7931
H 1.1004 -3.0586 1.9046
H 3.3829 -2.4580 3.2518
H 2.7251 -2.4738 5.8769
N 1.1773 -7.6110 4.1896
C 0.9509 -6.4937 4.9431
C 0.9364 -6.8745 6.2587
C 1.1652 -8.2781 6.2980
C 1.3108 -8.7025 5.0047
H 1.2362 -7.6258 3.1888
H 0.8210 -5.5303 4.4793
H 0.7809 -6.2209 7.1008
H 1.2176 -8.9020 7.1746
H 1.4978 -9.6809 4.5969
N -5.6225 -1.5569 -5.3866
C -5.0535 -1.0974 -6.5444
C -4.1336 -0.1420 -6.2060
C -4.1416 -0.0239 -4.7878
C -5.0704 -0.9092 -4.3122
H -6.3342 -2.2605 -5.3330
H -5.3471 -1.4896 -7.5034
H -3.5163 0.4077 -6.8963
H -3.5326 0.6313 -4.1863
H -5.3819 -1.1349 -3.3069
N 1.6903 3.5401 4.1225
C 2.2626 2.5867 4.9075
C 3.6176 2.5856 4.6689
C 3.8676 3.5898 3.6976
C 2.6531 4.1579 3.3868
H 0.6847 3.7799 4.0880
H 1.6624 1.9863 5.5706
H 4.3432 1.9413 5.1386
H 4.8226 3.8652 3.2788
H 2.3957 4.9505 2.7044
N -7.2951 1.9546 4.1642
C -6.8805 2.3915 2.9312
C -5.9562 3.3836 3.1233
C -5.8030 3.5541 4.5245
C -6.6390 2.6614 5.1404
H -7.9700 1.2326 4.3261
H -7.2762 1.9573 2.0285
H -5.4361 3.9288 2.3527
H -5.1449 4.2521 5.0139
H -6.8216 2.4648 6.1834
N 5.9783 1.1634 1.8550
C 6.2250 0.0677 2.6314
C 7.5836 -0.0661 2.7513
C 8.1781 0.9962 2.0174
C 7.1592 1.7372 1.4781
H 5.0649 1.4986 1.5996
H 5.4165 -0.5193 3.0319
H 8.0939 -0.8370 3.3041
H 9.2306 1.1941 1.9006
H 7.1735 2.6199 0.8621

Computed properties:
- strongest force on any atom (Eh/bohr) = 0.020
- orbital gap (eV) = 6.942
- net charge = -1
- HOMO energy (eV) = -5.77
- molecular weight (g mol⁻¹) = 959.92
- ΔE to the lowest compared entry with this formula, charge and spin (kJ/mol) = 2.8

Mulliken population analysis, charges in e, atoms 1 to 99: atom 1 (O): -0.87, atom 2 (C): 0.12, atom 3 (O): -0.64, atom 4 (C): 0.72, atom 5 (C): -1.80, atom 6 (C): -0.58, atom 7 (C): 0.06, atom 8 (C): -0.44, atom 9 (O): -0.54, atom 10 (C): 0.78, atom 11 (F): -0.21, atom 12 (F): -0.29, atom 13 (C): 0.65, atom 14 (F): -0.24, atom 15 (F): -0.21, atom 16 (C): 0.74, atom 17 (F): -0.23, atom 18 (F): -0.25, atom 19 (C): 0.13, atom 20 (O): -0.50, atom 21 (O): -0.26, atom 22 (C): 1.17, atom 23 (C): 0.84, atom 24 (C): 0.02, atom 25 (O): -0.47, atom 26 (C): -0.72, atom 27 (C): -0.78, atom 28 (C): 0.47, atom 29 (O): -0.57, atom 30 (H): 0.79, atom 31 (H): 0.71, atom 32 (H): 0.27, atom 33 (H): 0.46, atom 34 (H): 0.50, atom 35 (N): 0.24, atom 36 (C): -0.68, atom 37 (C): -0.41, atom 38 (C): -0.75, atom 39 (C): -0.33, atom 40 (H): 0.27, atom 41 (H): 0.47, atom 42 (H): 0.46, atom 43 (H): 0.40, atom 44 (H): 0.42, atom 45 (N): 0.12, atom 46 (C): -0.60, atom 47 (C): -0.49, atom 48 (C): -0.59, atom 49 (C): -0.54, atom 50 (H): 0.22, atom 51 (H): 0.44, atom 52 (H): 0.40, atom 53 (H): 0.45, atom 54 (H): 0.56, atom 55 (N): 0.21, atom 56 (C): -1.21, atom 57 (C): 0.05, atom 58 (C): -0.29, atom 59 (C): -0.90, atom 60 (H): 0.16, atom 61 (H): 0.40, atom 62 (H): 0.51, atom 63 (H): 0.55, atom 64 (H): 0.43, atom 65 (N): 0.01, atom 66 (C): -0.08, atom 67 (C): -0.36, atom 68 (C): -0.56, atom 69 (C): -0.48, atom 70 (H): 0.20, atom 71 (H): 0.22, atom 72 (H): 0.37, atom 73 (H): 0.39, atom 74 (H): 0.38, atom 75 (N): 0.02, atom 76 (C): -0.62, atom 77 (C): -0.73, atom 78 (C): 0.02, atom 79 (C): -0.69, atom 80 (H): 0.17, atom 81 (H): 0.42, atom 82 (H): 0.50, atom 83 (H): 0.52, atom 84 (H): 0.42, atom 85 (N): 0.24, atom 86 (C): -0.63, atom 87 (C): -0.56, atom 88 (C): -0.77, atom 89 (C): -0.47, atom 90 (H): 0.33, atom 91 (H): 0.43, atom 92 (H): 0.47, atom 93 (H): 0.51, atom 94 (H): 0.57, atom 95 (N): 0.03, atom 96 (C): -0.77, atom 97 (C): -0.03, atom 98 (C): -0.54, atom 99 (C): -0.52

No. 3
An isolated molecule of C8H8N2O3 at a distorted geometry. Source: the Open Molecules 2025 dataset; level of theory: ωB97M-V with the def2-TZVPD basis set.

Geometry (Å):
N -1.7795 2.2566 2.1670
C -1.6543 1.1474 1.2288
C -0.4441 0.2541 1.5271
O -0.0740 0.1928 2.6730
C 0.2154 -0.4578 0.4030
C -0.4334 -0.4473 -0.8408
C 0.2078 -0.9694 -1.9397
C 1.4808 -1.5293 -1.8162
C 2.0191 -1.7704 -0.5911
C 1.4435 -1.1358 0.5253
N -3.1787 0.8318 0.7748
O -3.3483 0.1515 -0.1905
O -4.0316 1.2566 1.4885
H -2.6937 2.6604 1.9406
H -1.9020 1.9022 3.0855
H -1.4453 1.8826 0.3851
H -1.4233 0.1319 -0.8946
H -0.3485 -0.8572 -2.8659
H 2.0481 -1.8151 -2.6758
H 3.0053 -2.1844 -0.5856
H 1.9092 -1.1909 1.5036

Computed properties:
- strongest force on any atom (Eh/bohr) = 0.112
- orbital gap (eV) = 9.422
- net charge = 0
- HOMO energy (eV) = -9.88
- molecular weight (g mol⁻¹) = 180.16
- ΔE to the lowest compared entry with this formula, charge and spin (kJ/mol) = 387.6

From a Mulliken analysis of the wavefunction, the atomic charges in e read: atom 1 (N): -0.61, atom 2 (C): -0.59, atom 3 (C): 0.77, atom 4 (O): -0.57, atom 5 (C): 0.47, atom 6 (C): -0.20, atom 7 (C): -0.51, atom 8 (C): -0.36, atom 9 (C): -0.64, atom 10 (C): -0.23, atom 11 (N): 1.04, atom 12 (O): -0.61, atom 13 (O): -0.62, atom 14 (H): 0.34, atom 15 (H): 0.25, atom 16 (H): 0.46, atom 17 (H): 0.09, atom 18 (H): 0.38, atom 19 (H): 0.38, atom 20 (H): 0.35, atom 21 (H): 0.42

No. 4
An isolated molecule of C6H10O at a distorted geometry. Source: the Open Molecules 2025 dataset; level of theory: ωB97M-V with the def2-TZVPD basis set.

Geometry (Å):
C 1.7688 -0.6554 0.0053
C 0.5099 0.1083 0.4265
C 0.2271 1.3986 -0.3920
C -1.2779 1.6209 -0.5604
C -1.8329 0.4007 -0.0570
C -0.8287 -0.6971 0.3470
O -0.8263 -1.7801 -0.5676
H 1.7004 -1.0057 -1.0306
H 2.6542 -0.0084 0.0704
H 1.9514 -1.5318 0.6378
H 0.6330 0.4007 1.4785
H 0.6649 1.3400 -1.4072
H 0.7102 2.2809 0.0563
H -2.8547 -0.0035 -0.5538
H -2.8923 0.4514 0.4551
H -1.0694 -1.1566 1.3077
H -0.6468 -1.4239 -1.4487

Computed properties:
- strongest force on any atom (Eh/bohr) = 0.044
- orbital gap (eV) = 8.721
- net charge = 0
- HOMO energy (eV) = -8.26
- molecular weight (g mol⁻¹) = 98.14
- ΔE to the lowest compared entry with this formula, charge and spin (kJ/mol) = 422.3

From a Mulliken analysis of the wavefunction, the atomic charges in e read: atom 1 (C): -1.44, atom 2 (C): 0.32, atom 3 (C): -0.51, atom 4 (C): -0.70, atom 5 (C): -0.01, atom 6 (C): -0.15, atom 7 (O): -0.57, atom 8 (H): 0.30, atom 9 (H): 0.39, atom 10 (H): 0.36, atom 11 (H): 0.30, atom 12 (H): 0.32, atom 13 (H): 0.42, atom 14 (H): 0.08, atom 15 (H): 0.11, atom 16 (H): 0.42, atom 17 (H): 0.37

No. 5
A 2-piece molecular cluster, C4H10O2 overall. Source: the Open Molecules 2025 dataset; level of theory: ωB97M-V with the def2-TZVPD basis set.

Geometry (Å):
C 1.7803 0.9319 0.2637
O 1.3195 -0.3187 0.2629
C 0.5344 -0.8758 -0.5795
C 0.0469 -2.2514 -0.2999
C -1.4867 1.1663 0.6247
O -1.2657 1.5913 -0.7094
H 2.5797 1.0704 0.9772
H 1.7875 1.4377 -0.6984
H -0.5380 1.0033 1.1490
H 0.1871 -0.2780 -1.4182
H 0.4244 -2.9808 -1.0294
H -1.0491 -2.2925 -0.3469
H 0.3607 -2.5686 0.6983
H -2.0395 0.2243 0.5894
H -2.0832 1.8933 1.1923
H -0.5584 2.2474 -0.6757

Computed properties:
- strongest force on any atom (Eh/bohr) = 0.019
- orbital gap (alpha / beta) (eV) = 7.684 / 8.452
- net charge = 0
- HOMO energy (alpha / beta) (eV) = -7.00 / -7.47
- molecular weight (g mol⁻¹) = 90.12
- ΔE to the lowest compared entry with this formula, charge and spin (kJ/mol) = 429.9

From a Mulliken analysis of the wavefunction, the atomic charges in e read: atom 1 (C): -0.61, atom 2 (O): -0.28, atom 3 (C): 0.05, atom 4 (C): -1.01, atom 5 (C): -0.50, atom 6 (O): -0.50, atom 7 (H): 0.23, atom 8 (H): 0.29, atom 9 (H): 0.22, atom 10 (H): 0.47, atom 11 (H): 0.28, atom 12 (H): 0.26, atom 13 (H): 0.30, atom 14 (H): 0.19, atom 15 (H): 0.28, atom 16 (H): 0.31